No. 1
8
Properties=species:S:1:pos:R:3:nbo_charge:R:1 method="wB97M-V/def2-TZVPD" e_tot_ha=-204.35979 total_charge=+1 lumo_ev=-4.609 e_homo_ev=-15.5 e_above_lowest_ev=3.972
N 0.59438 0.28729 1.20752 -0.689
C 0.09691 0.13519 0.08522 0.699
N -0.67717 0.36189 -0.91194 -0.389
N -0.10727 -0.95821 -1.16271 -0.380
H 0.74987 1.22017 1.54968 0.446
H 0.93615 -0.33245 1.89551 0.469
H -0.80775 1.07976 -1.64543 0.455
H -0.78511 -1.79364 -1.01784 0.389

---

No. 2
8
Properties=species:S:1:pos:R:3:nbo_charge:R:1 method="wB97M-V/def2-TZVPD" e_tot_ha=-204.26011 total_charge=+1 lumo_ev=-6.718 e_homo_ev=-16.9 e_above_lowest_ev=6.684
C 0.02868 0.02089 -0.14648 0.636
N 0.69597 0.66403 -1.05507 -0.402
N -0.79438 0.17856 -1.15651 -0.384
N 0.18498 -1.09860 1.54325 -0.500
H 1.41665 0.47626 -1.77115 0.477
H -1.46816 0.98134 -1.17521 0.436
H 0.72496 -0.36352 1.96625 0.365
H -0.78870 -0.85896 1.79492 0.371